Entry 1:
Entry from the Open Molecules 2025 dataset: a molecular structure, C2H4S3 at a distorted geometry (wB97M-V/def2-TZVPD).

Values from the calculation:
LUMO: -0.64 eV
electronic energy: -34642.4406 eV
molecular weight: 124.26 g mol⁻¹
gap between HOMO and LUMO: 8.1840 eV
ΔE to the lowest compared entry with this formula, charge and spin: 172.3 kJ/mol
F_max: 4.0 eV/A

Geometry as XYZ:
```
9
C2H4S3 | the Open Molecules 2025 dataset | wB97M-V/def2-TZVPD
C -1.2535 -0.1167 -0.2545
C 1.7457 0.2082 0.0828
S -0.8086 -1.6901 -0.1763
S -2.7152 0.6680 -0.1204
S 0.4672 1.4384 -0.2842
H 2.5178 0.2300 -0.7015
H 1.1532 -0.7283 0.0775
H 2.0992 0.4466 1.0194
H -3.2058 -0.4560 0.3572
```

***

Entry 2:
Entry from the Open Molecules 2025 dataset: a molecular structure, C42H37GeN7OSe2Ti at a distorted geometry (wB97M-V/def2-TZVPD).

Values from the calculation:
LUMO (spin up / spin down): 4.32 / 4.32 eV
electronic energy: -266956.0395 eV
molecular weight: 934.20 g mol⁻¹
gap between HOMO and LUMO (spin up / spin down): 3.9688 / 3.9668 eV
ΔE to the lowest compared entry with this formula, charge and spin: 71.4 kJ/mol
F_max: 3.5 eV/A
net charge: -2

Geometry as XYZ:
```
91
C42H37GeN7OSe2Ti | the Open Molecules 2025 dataset | wB97M-V/def2-TZVPD
Ti -1.7205 1.1095 0.0102
O -4.8640 -0.5532 -1.6414
C -3.9163 0.2052 -1.4190
N -3.7062 0.9716 -0.3259
C -4.5015 0.7336 0.8641
C -3.6249 0.0059 1.8634
C -4.0946 -1.0303 2.6604
C -3.2235 -1.6913 3.4972
C -1.8988 -1.3085 3.5084
C -1.5046 -0.2671 2.6897
N -2.3348 0.3942 1.8857
C -2.8521 0.4975 -2.4544
C -3.0438 0.2561 -3.8125
C -2.0937 0.6709 -4.7111
C -0.9604 1.3298 -4.2303
C -0.8293 1.5439 -2.8797
N -1.7535 1.1314 -1.9915
H -5.3881 0.1475 0.6249
H -4.8120 1.6931 1.2820
H -5.1378 -1.3119 2.6000
H -3.5726 -2.5105 4.1156
H -1.1594 -1.8204 4.1091
H -0.4753 0.0554 2.6610
H -3.9509 -0.2498 -4.1160
H -2.2294 0.5093 -5.7741
H -0.1850 1.6775 -4.9002
H 0.0309 2.0453 -2.4593
C -3.5610 -3.4571 -2.5587
N -2.5322 -4.3788 -2.1015
C -1.7771 -5.1933 -2.9330
C -0.8502 -5.7758 -2.1494
N -1.0854 -5.3021 -0.8630
C -0.1969 -5.5091 0.2651
C -2.1235 -4.4222 -0.8071
Se -0.9259 -1.7493 -0.3992
H -4.4359 -3.9961 -2.9307
H -3.1667 -2.8130 -3.3446
H -3.8549 -2.8249 -1.7248
H -1.9513 -5.2745 -3.9932
H -0.0472 -6.4546 -2.3850
H 0.3115 -6.4685 0.1674
H -0.7855 -5.4896 1.1784
H 0.5351 -4.7019 0.3167
Se -2.0247 3.9927 -0.8672
N -1.0469 2.8761 0.3165
C -0.7085 3.6942 1.4263
C 0.0100 3.2601 2.5152
C 0.3424 4.1474 3.5679
C -0.0633 5.4674 3.4812
C -0.8021 5.9352 2.3892
C -1.1576 5.0706 1.3194
N -1.8660 5.4516 0.2554
H 0.3304 2.2244 2.5559
H 0.9068 3.7894 4.4220
H 0.2038 6.1612 4.2741
H -1.1237 6.9703 2.3408
C -0.1591 -0.0437 -0.1336
Ge 1.6999 0.2149 0.0097
C 2.9025 -1.2032 -0.6808
C 4.2315 -1.2610 -0.2536
C 5.1036 -2.2301 -0.7399
C 4.6605 -3.1558 -1.6790
C 3.3458 -3.1051 -2.1258
C 2.4731 -2.1387 -1.6275
C 2.3053 0.2613 1.8905
C 3.0374 1.2877 2.4856
C 3.4669 1.1900 3.8073
C 3.1633 0.0628 4.5600
C 2.4082 -0.9598 3.9913
C 1.9864 -0.8579 2.6699
C 2.3739 1.8214 -0.9170
C 3.0104 1.6813 -2.1559
C 3.4553 2.7931 -2.8668
C 3.2651 4.0702 -2.3500
C 2.6216 4.2281 -1.1291
C 2.1774 3.1154 -0.4234
H 4.5893 -0.5422 0.4772
H 6.1260 -2.2683 -0.3817
H 5.3373 -3.9144 -2.0571
H 2.9960 -3.8217 -2.8613
H 1.4365 -2.1210 -1.9529
H 3.2774 2.1786 1.9159
H 4.0397 1.9977 4.2496
H 3.5177 -0.0240 5.5806
H 2.1534 -1.8368 4.5776
H 1.3971 -1.6592 2.2276
H 3.1658 0.6895 -2.5694
H 3.9449 2.6651 -3.8268
H 3.6192 4.9364 -2.8975
H 2.4542 5.2191 -0.7245
H 1.6650 3.2659 0.5206
```

***

Entry 3:
Entry from the Open Molecules 2025 dataset: CH3NOS2 in the gas phase at a distorted geometry (wB97M-V/def2-TZVPD).

Values from the calculation:
LUMO: 0.25 eV
electronic energy: -26292.3754 eV
molecular weight: 109.18 g mol⁻¹
SMILES: NC(=S)SO
gap between HOMO and LUMO: 8.9175 eV
ΔE to the lowest compared entry with this formula, charge and spin: 57.3 kJ/mol
F_max: 3.5 eV/A

Geometry as XYZ:
```
8
CH3NOS2 | the Open Molecules 2025 dataset | wB97M-V/def2-TZVPD
N 0.1385 1.1001 -0.0633
C -0.9907 0.4178 -0.1294
S -2.4134 0.9298 0.2506
S -0.5667 -1.6097 -0.2460
O 1.1255 -1.6279 -0.2820
H 0.2973 2.0562 0.1954
H 0.9726 0.6809 -0.3002
H 1.4368 -1.9471 0.5750
```

***

Entry 4:
Entry from the Open Molecules 2025 dataset: 4 unconnected molecules or ions with the total composition C3H17N2O3 at a distorted geometry (wB97M-V/def2-TZVPD).

Values from the calculation:
LUMO: -2.72 eV
electronic energy: -12502.8710 eV
molecular weight: 129.18 g mol⁻¹
gap between HOMO and LUMO: 10.6831 eV
ΔE to the lowest compared entry with this formula, charge and spin: 192.0 kJ/mol
F_max: 3.2 eV/A
net charge: +1

Geometry as XYZ:
```
25
C3H17N2O3 | the Open Molecules 2025 dataset | wB97M-V/def2-TZVPD
N -0.7355 0.2812 0.8252
C -1.3328 -0.2502 -0.4999
C -2.7348 -0.8029 -0.1781
C -0.4284 -1.3697 -0.9991
N 0.9642 -0.8246 -0.7850
H 0.0522 0.9034 0.7084
H -0.2700 -0.5670 1.2421
H -1.3919 0.7447 1.4051
H -1.4268 0.6451 -1.1746
H -3.1671 -0.7073 0.8104
H -2.7503 -1.8988 -0.1167
H -3.5461 -0.4825 -0.8109
H -0.3362 -2.2799 -0.3550
H -0.7362 -1.4860 -2.0234
H 1.7135 -1.4429 -0.9700
H 1.1754 0.0120 -1.3698
H -0.5116 3.3778 1.0578
H -0.6371 3.3915 -0.4568
O -0.3075 2.8587 0.2782
H 4.2257 -0.9289 -2.8583
H 2.7104 -0.9387 -3.0891
O 3.3643 -0.3891 -2.6434
H 1.3392 0.5292 3.7397
H 0.1260 -0.4568 4.2584
O 0.5636 0.0087 3.5607
```

***

Entry 5:
Entry from the Open Molecules 2025 dataset: a molecular structure, C43H40BrCl2N5O2RbSSi at a distorted geometry (wB97M-V/def2-TZVPD).

Values from the calculation:
LUMO: 2.13 eV
electronic energy: -171248.3761 eV
molecular weight: 955.26 g mol⁻¹
gap between HOMO and LUMO: 6.7966 eV
ΔE to the lowest compared entry with this formula, charge and spin: 0.0 kJ/mol
F_max: 1.6 eV/A
net charge: -1

Geometry as XYZ:
```
96
C43H40BrCl2N5O2RbSSi | the Open Molecules 2025 dataset | wB97M-V/def2-TZVPD
Rb -0.5048 -1.5297 0.2698
Br -7.9771 -1.2155 1.1146
C -6.1185 -1.5512 1.3553
C -5.4297 -0.9189 2.4021
C -4.0971 -1.1572 2.6020
C -3.3327 -2.0437 1.7650
O -2.1067 -2.2646 1.9871
C -4.0704 -2.6433 0.6812
C -3.4622 -3.5528 -0.2808
N -2.2107 -3.6723 -0.4855
C -1.7024 -4.6658 -1.3172
C -1.9776 -5.9954 -1.1421
C -1.3418 -6.9841 -1.9321
C -0.4354 -6.6379 -2.8862
C -0.1340 -5.2661 -3.1056
C 0.7785 -4.8347 -4.0989
C 0.9976 -3.5055 -4.2814
C 0.3028 -2.5841 -3.4610
N -0.5340 -2.9407 -2.5240
C -0.7610 -4.2755 -2.3321
C -5.4432 -2.4011 0.5218
H -5.9629 -0.2408 3.0579
H -3.5683 -0.6751 3.4156
H -4.1713 -4.1401 -0.8841
H -2.6640 -6.2820 -0.3552
H -1.5791 -8.0265 -1.7596
H 0.0604 -7.3910 -3.4865
H 1.2858 -5.5746 -4.7082
H 1.6865 -3.1380 -5.0301
H 0.4439 -1.5148 -3.5965
H -5.9691 -2.8943 -0.2891
O 0.0443 1.4142 0.3134
Si 0.5674 2.2263 1.5722
C 0.7175 1.1119 3.0875
C 1.7345 1.2145 4.0422
C 1.8028 0.3375 5.1207
C 0.8576 -0.6713 5.2574
C -0.1659 -0.7888 4.3246
C -0.2392 0.1060 3.2677
C 2.2875 2.9879 1.3765
C 3.2658 2.3113 0.6394
C 4.5683 2.7837 0.5463
C 4.9242 3.9603 1.1931
C 3.9708 4.6570 1.9225
C 2.6698 4.1734 2.0100
C -0.5963 3.6553 1.9963
C -1.2318 4.3340 0.9509
C -2.0849 5.4033 1.1898
C -2.3257 5.8207 2.4930
C -1.7102 5.1614 3.5473
C -0.8564 4.0926 3.2968
H 2.4989 1.9773 3.9324
H 2.6041 0.4320 5.8450
H 0.9213 -1.3697 6.0832
H -0.8909 -1.5896 4.3957
H -1.0449 -0.0082 2.5530
H 3.0037 1.4017 0.1073
H 5.3004 2.2333 -0.0326
H 5.9382 4.3356 1.1242
H 4.2386 5.5806 2.4218
H 1.9376 4.7360 2.5801
H -1.0481 4.0190 -0.0711
H -2.5629 5.9121 0.3606
H -2.9930 6.6523 2.6846
H -1.9005 5.4754 4.5669
H -0.3958 3.5776 4.1348
C -4.0113 2.8931 -2.7730
N -2.9100 2.3138 -3.5016
C -1.7330 1.9280 -2.9375
N -1.6872 1.9116 -1.6119
S -0.4289 1.4764 -3.9307
H -4.7921 3.1645 -3.4800
H -3.7194 3.7930 -2.2210
H -4.4495 2.1815 -2.0683
H -2.8668 2.4084 -4.5009
H -2.4855 2.2325 -1.0875
H -0.8455 1.7225 -1.0138
Cl 4.7288 -1.8620 1.6368
C 3.0834 -1.3235 2.0443
Cl 1.8775 -2.6092 1.8654
H 2.8099 -0.5183 1.3731
H 3.0725 -1.0020 3.0782
C 4.7495 0.3069 -4.4137
C 3.8908 -0.2388 -3.3066
C 4.1332 -1.4948 -2.7570
C 3.3353 -1.9450 -1.7210
N 2.3245 -1.2411 -1.2121
C 2.0787 -0.0394 -1.7471
C 2.8369 0.4913 -2.7818
H 5.2748 -0.4914 -4.9379
H 5.4989 0.9942 -4.0153
H 4.1525 0.8621 -5.1374
H 4.9368 -2.1192 -3.1291
H 3.5120 -2.9187 -1.2756
H 1.2566 0.5208 -1.3097
H 2.5680 1.4635 -3.1770
```

***

Entry 6:
Entry from the Open Molecules 2025 dataset: a molecular structure, C3H7N at a distorted geometry (wB97M-V/def2-TZVPD).

Values from the calculation:
LUMO: 0.86 eV
electronic energy: -4709.1316 eV
molecular weight: 57.10 g mol⁻¹
gap between HOMO and LUMO: 9.1341 eV
ΔE to the lowest compared entry with this formula, charge and spin: 484.9 kJ/mol
F_max: 3.5 eV/A

Geometry as XYZ:
```
11
C3H7N | the Open Molecules 2025 dataset | wB97M-V/def2-TZVPD
C 0.3712 -0.3802 -0.9707
C -0.4180 0.8139 -0.5496
C 0.2169 -0.3181 0.5139
N 1.1264 -0.1951 1.4198
H 0.9338 0.5071 2.1287
H -0.9171 -1.2916 0.8029
H 1.3787 -0.2085 -1.3254
H -0.1321 -1.1687 -1.5160
H -1.4657 0.8820 -0.8171
H 0.0994 1.7609 -0.4957
H -1.1935 -0.4016 0.8091
```

***

Entry 7:
Entry from the Open Molecules 2025 dataset: C3H3F3 in the gas phase at a distorted geometry (wB97M-V/def2-TZVPD).

Values from the calculation:
LUMO: 0.87 eV
electronic energy: -11310.4931 eV
molecular weight: 96.05 g mol⁻¹
SMILES: CC(F)=C(F)F
gap between HOMO and LUMO: 10.6858 eV
ΔE to the lowest compared entry with this formula, charge and spin: 102.8 kJ/mol
F_max: 2.8 eV/A

Geometry as XYZ:
```
9
C3H3F3 | the Open Molecules 2025 dataset | wB97M-V/def2-TZVPD
C 1.0336 -0.6277 -0.0166
C 0.1078 0.5372 -0.0441
F 0.5478 1.8552 0.0284
C -1.2060 0.3741 -0.1286
F -1.8966 -0.7677 0.0263
F -2.1591 1.3210 0.0139
H 1.5057 -0.7846 0.9973
H 1.7709 -0.5543 -0.8317
H 0.2958 -1.3532 -0.0449
```

***

Entry 8:
Entry from the Open Molecules 2025 dataset: 2 unconnected molecules or ions with the total composition C2H4F2Si at a distorted geometry (wB97M-V/def2-TZVPD).

Values from the calculation:
LUMO (spin up / spin down): -1.13 / -0.83 eV
electronic energy: -15449.0647 eV
molecular weight: 94.14 g mol⁻¹
gap between HOMO and LUMO (spin up / spin down): 8.4796 / 7.6351 eV
ΔE to the lowest compared entry with this formula, charge and spin: 473.3 kJ/mol
F_max: 2.5 eV/A

Geometry as XYZ:
```
9
C2H4F2Si | the Open Molecules 2025 dataset | wB97M-V/def2-TZVPD
C 0.8422 -0.5053 -0.8102
C 0.4055 0.4156 0.0150
F -3.6215 1.0858 -0.6097
F -3.1757 -1.2346 -0.2846
Si -3.1714 0.0916 0.5581
H 1.8314 -0.6319 -1.1339
H 0.0803 -1.1327 -1.4729
H -0.6527 0.2959 0.3494
H -4.0007 0.2366 1.8253
```